--- a ---
Computed, not measured: C5H10NO in the gas phase, with ωB97M-V/def2-TZVPD.

Atoms and positions in Å:
C -0.92188 1.22845 -1.98754
O -2.02946 1.99346 -1.80639
C -0.18736 1.14425 -0.43928
C 0.76798 -0.16327 -0.31025
C 0.11053 -1.44867 0.32266
C 0.49506 -0.93334 2.53865
N -0.32782 -1.10385 1.62260
H -0.93325 0.14122 -2.26720
H -0.03542 1.58001 -2.58509
H -1.15983 0.91139 0.09658
H 0.09162 2.33838 -0.14155
H 1.68373 -0.02340 0.41060
H 0.85372 -0.29543 -1.37024
H 0.89999 -2.29182 0.21151
H -0.66635 -1.87901 -0.31950
H 1.40352 -0.39311 2.47108
H -0.04477 -0.80523 3.55335

E_HOMO (spin up / spin down) = -9.295 / -9.290 eV
lowest unoccupied orbital energy (spin up / spin down) = 0.0219 / -0.0591 Eh
net charge = 0
multiplicity = 2
molar mass = 100.14 g mol⁻¹


--- b ---
Computed, not measured: C5H10NO in the gas phase, with ωB97M-V/def2-TZVPD.

Atoms and positions in Å:
O 1.88378 -0.72280 -1.63052
C 0.72992 -0.75204 -1.97154
C -0.36672 -1.42261 -1.16547
C -0.08821 -1.41090 0.33607
C 0.33700 -0.07225 0.86798
C -0.41546 1.02111 0.58010
N -0.17020 2.24624 1.33158
H 0.43559 -0.31388 -2.94270
H -0.41993 -2.44854 -1.53518
H -1.30956 -0.93069 -1.43108
H 0.68485 -2.14494 0.55684
H -0.97105 -1.72969 0.90414
H 1.29015 -0.00816 1.36924
H -1.37594 1.00212 0.09030
H -0.51402 3.06661 0.83275
H -0.56320 2.27234 2.35236
H 0.83301 2.34806 1.45515

E_HOMO (spin up / spin down) = -3.986 / -9.003 eV
lowest unoccupied orbital energy (spin up / spin down) = 0.0291 / 0.0244 Eh
net charge = 0
multiplicity = 2
molar mass = 100.14 g mol⁻¹


Computed stability ranking, most favorable first: b, a


--- a ---
Computed, not measured: H2N2O3S in the gas phase, with ωB97M-V/def2-TZVPD.

Atoms and positions in Å:
N 0.14227 -0.26095 0.02540
N -0.22968 -0.16782 2.62176
O -1.26396 0.31515 2.31849
O 0.31365 -2.24635 1.37491
O 0.29822 -0.21259 3.73958
S 0.88939 -0.94767 1.31876
H 0.01355 -1.03034 -0.62995
H 0.76125 0.63993 -0.21630

E_HOMO = -10.117 eV
lowest unoccupied orbital energy = -0.0070 Eh
net charge = 0
molar mass = 110.09 g mol⁻¹


--- b ---
Computed, not measured: H2N2O3S in the gas phase, with ωB97M-V/def2-TZVPD.

Atoms and positions in Å:
N -1.39822 -0.82379 0.69169
N 1.49009 1.18724 -0.55913
O 1.04054 -1.37977 -0.01987
O 1.59322 2.03686 -1.35966
O 0.25593 1.17813 0.21247
S 0.27764 -0.51670 0.88692
H -1.73960 -0.05622 0.08075
H -1.51960 -1.62576 0.06684

E_HOMO = -10.633 eV
lowest unoccupied orbital energy = -0.0059 Eh
net charge = 0
molar mass = 110.09 g mol⁻¹


Computed stability ranking, most favorable first: b, a


--- a ---
Computed, not measured: H2N2O3S in the gas phase, with ωB97M-V/def2-TZVPD.

Atoms and positions in Å:
N 0.09104 1.35450 -0.07760
N 0.00003 -1.27327 -0.35568
O -0.68229 -1.97996 -1.04022
O 1.20036 -1.21668 -0.29208
O -0.48344 0.18272 2.02503
S -0.85459 0.16285 0.67200
H 1.08999 1.17205 -0.07588
H -0.36109 1.59778 -0.85557

E_HOMO = -10.245 eV
lowest unoccupied orbital energy = -0.0010 Eh
net charge = 0
molar mass = 110.09 g mol⁻¹


--- b ---
Computed, not measured: 2 unconnected molecules or ions with the total composition H2N2O3S, with ωB97M-V/def2-TZVPD.

Atoms and positions in Å:
N 0.17548 -0.27922 0.26843
N -2.63899 -0.74081 0.16878
O -2.49702 0.47016 0.20332
O -3.55238 -1.40132 -0.26159
O 1.67417 -2.20493 -0.09795
S 0.30536 -1.92069 0.27167
H 0.94735 0.31434 0.01787
H -0.72011 0.20258 0.38253

E_HOMO (spin up / spin down) = -10.729 / -7.614 eV
lowest unoccupied orbital energy (spin up / spin down) = -0.0284 / -0.1122 Eh
net charge = 0
molar mass = 110.09 g mol⁻¹


Computed stability ranking, most favorable first: a, b


--- a ---
Computed, not measured: 2 unconnected molecules or ions with the total composition C5H7N2, with ωB97M-V/def2-TZVPD.

Atoms and positions in Å:
C -2.00086 -0.24368 0.22691
C -1.00090 -1.31263 -0.02555
C -3.31012 -0.13198 0.10918
C -1.05720 0.81519 0.55618
C -0.31458 -0.07741 -0.37048
N -4.45517 -0.10035 -0.19029
N 2.24059 -0.85399 0.11934
H -1.23879 1.95800 0.19785
H -0.59357 0.72367 1.52166
H 0.29270 0.23022 -1.26688
H -5.41116 -0.25735 0.18776
H 2.80404 -0.03672 0.21744
H 2.63904 -1.57794 -0.59883
H 2.07101 -1.35683 1.03860

E_HOMO (spin up / spin down) = -13.623 / -13.619 eV
lowest unoccupied orbital energy (spin up / spin down) = -0.2353 / -0.2353 Eh
net charge = +1
molar mass = 95.12 g mol⁻¹


--- b ---
Computed, not measured: a gas-phase ion, C5H7N2 (charge +1), with ωB97M-V/def2-TZVPD.

Atoms and positions in Å:
C -0.67064 1.24632 0.10697
C 0.02329 0.13462 0.05147
C -1.97500 0.90431 -0.12857
C -1.57942 -1.19109 -0.00506
C 1.39436 -0.52019 0.04860
N -2.52799 -0.26347 0.09982
N 2.48259 0.34898 -0.00798
H -0.36023 2.36587 0.02558
H 1.29196 -1.01163 0.97683
H 1.56884 -1.19684 -0.84745
H -3.59392 -0.41765 0.05232
H 2.52984 1.02429 0.78008
H -1.33318 -2.16562 -0.24501
H 2.74949 0.74208 -0.90762

E_HOMO (spin up / spin down) = -13.445 / -13.330 eV
lowest unoccupied orbital energy (spin up / spin down) = -0.2207 / -0.2263 Eh
net charge = +1
molar mass = 95.12 g mol⁻¹


--- c ---
Computed, not measured: a gas-phase ion, C5H7N2 (charge +1), with ωB97M-V/def2-TZVPD.

Atoms and positions in Å:
C -2.00066 0.30053 1.01363
C -3.00981 1.01255 1.16466
C 1.44172 0.06868 -0.10331
C 0.41747 0.55109 0.93681
C -0.67281 -0.67461 -0.87150
N 0.64653 -0.33069 -1.23544
N -0.84922 0.05272 0.49060
H 2.12631 0.86862 -0.40285
H 2.06167 -0.75093 0.29170
H 0.63758 0.18687 1.94672
H 0.38148 1.64660 0.99964
H -1.42733 -0.32554 -1.58572
H -0.83983 -1.74599 -0.67217
H 1.08691 -0.85991 -1.97276

E_HOMO (spin up / spin down) = -13.904 / -13.902 eV
lowest unoccupied orbital energy (spin up / spin down) = -0.3103 / -0.3111 Eh
net charge = +1
molar mass = 95.12 g mol⁻¹


Computed stability ranking, most favorable first: c, a, b


--- a ---
Computed, not measured: a gas-phase ion, C5H7N2 (charge +1), with ωB97M-V/def2-TZVPD.

Atoms and positions in Å:
C 3.11115 0.17512 -0.13294
C 3.80511 1.03745 -0.69201
C -0.20870 0.38795 0.67973
C 1.19552 -0.21571 1.08069
C -0.74158 0.39512 -1.74933
N -0.62739 -0.21484 -0.60540
N 2.07905 -0.46338 -0.01482
H -0.92569 0.12938 1.42748
H 0.06563 1.42854 0.32996
H 1.64512 0.53488 1.84120
H 1.10341 -1.25830 1.55292
H -0.42561 1.45947 -1.81103
H -1.19054 -0.12366 -2.51237
H -1.01874 -1.11114 -0.48507

E_HOMO (spin up / spin down) = -13.341 / -13.341 eV
lowest unoccupied orbital energy (spin up / spin down) = -0.2142 / -0.2143 Eh
net charge = +1
molar mass = 95.12 g mol⁻¹


--- b ---
Computed, not measured: a gas-phase ion, C5H7N2 (charge +1), with ωB97M-V/def2-TZVPD.

Atoms and positions in Å:
C -1.13528 -0.83962 -0.67648
C -1.31192 0.47262 0.06830
C -0.12632 1.32147 0.20111
N 0.99490 1.12458 -0.35488
C 1.80295 0.19148 -0.24790
C 2.15379 -0.66361 0.78925
N 2.89981 -0.63015 -0.27724
H -2.08046 -1.37432 -0.69456
H -0.40126 -1.48879 -0.20337
H -0.83238 -0.66526 -1.70709
H -1.66239 0.30250 1.09950
H -2.11804 1.07096 -0.38320
H -0.27686 2.30804 0.63565
H 2.09344 -1.12991 1.75091

E_HOMO = -15.656 eV
SMILES = CCC=[N+]=c1cn1
lowest unoccupied orbital energy = -0.1981 Eh
net charge = +1
molar mass = 95.12 g mol⁻¹


--- c ---
Computed, not measured: a gas-phase ion, C5H7N2 (charge +1), with ωB97M-V/def2-TZVPD.

Atoms and positions in Å:
C 0.68838 1.85718 -1.85061
C 0.24285 1.02322 -1.18188
N -0.01162 -0.01128 -0.19617
C -0.62580 -1.23070 -0.73157
C -0.43247 0.31065 1.29243
C 0.90544 -0.23732 1.59571
N 1.34261 -0.22264 0.36796
H 0.73637 2.71030 -2.54450
H -1.67633 -1.28427 -0.93128
H -0.16052 -1.72007 -1.58592
H -0.61688 -1.97323 0.19519
H -1.40165 -0.17366 1.70004
H -0.45256 1.40300 1.42489
H 1.46220 -0.45117 2.44572

E_HOMO = -15.615 eV
SMILES = C#C[N@+]1(C)CC=N1
lowest unoccupied orbital energy = -0.1576 Eh
net charge = +1
molar mass = 95.12 g mol⁻¹


--- d ---
Computed, not measured: a gas-phase ion, C5H7N2 (charge +1), with ωB97M-V/def2-TZVPD.

Atoms and positions in Å:
C -0.84463 -0.71332 -0.80123
C -1.79508 -0.13548 0.00327
C 1.33353 -0.42503 0.18351
C -2.84710 0.13702 0.68645
C 1.73642 0.89479 -0.54409
N 0.36249 -0.89990 -0.56641
N 1.88799 -1.06731 1.09382
H -1.40137 -1.28471 -1.72675
H -2.89217 -0.00870 1.71090
H -3.80803 0.60566 0.51084
H 2.72891 0.95075 -0.62724
H 1.56745 1.70897 0.06604
H 1.16590 1.07490 -1.50749
H 2.80568 -0.83766 1.51837

E_HOMO = -13.806 eV
lowest unoccupied orbital energy = -0.2843 Eh
net charge = +1
molar mass = 95.12 g mol⁻¹


Computed stability ranking, most favorable first: b, c, d, a


--- a ---
Computed, not measured: a molecular structure, C5H7N2, with ωB97M-V/def2-TZVPD.

Atoms and positions in Å:
C -1.29788 1.06606 2.09489
C -0.85338 1.30602 0.89678
C 0.24464 0.47607 -0.46653
C 1.10809 -0.04198 -1.49967
C -0.49418 -1.35395 1.14961
N -0.31937 -0.04975 0.63320
N -0.14688 1.75371 -0.21443
H 0.35125 -0.17781 -2.42620
H 1.48069 -1.08942 -1.31980
H 1.91484 0.69827 -1.78574
H -0.10982 -1.45073 2.06978
H -1.57466 -1.63105 1.22437
H 0.04278 -2.00375 0.51364
H -0.34612 2.49831 -0.86990

E_HOMO = -15.072 eV
lowest unoccupied orbital energy = -0.2032 Eh
net charge = +1
molar mass = 95.12 g mol⁻¹


--- b ---
Computed, not measured: 2 unconnected molecules or ions with the total composition C5H7N2, with ωB97M-V/def2-TZVPD.

Atoms and positions in Å:
C -0.07272 -1.23570 -0.50783
C -0.38654 -0.15797 -1.44824
C -0.47359 -2.52397 -0.51397
C 0.56271 -0.40563 0.58873
C -0.52522 0.31867 -0.11799
N -0.65355 -3.66574 -0.63555
N 0.41094 2.81234 0.24908
H 0.41915 -0.67253 1.63401
H 1.57293 -0.09172 0.36026
H -1.39739 0.74970 0.34259
H -1.01349 -4.59842 -0.66196
H -0.37825 3.44617 0.27393
H 0.92883 2.99771 -0.59848
H 1.00620 3.02711 1.03543

E_HOMO = -13.679 eV
lowest unoccupied orbital energy = -0.2041 Eh
net charge = +1
molar mass = 95.12 g mol⁻¹


--- c ---
Computed, not measured: 2 unconnected molecules or ions with the total composition C5H7N2, with ωB97M-V/def2-TZVPD.

Atoms and positions in Å:
C -2.06226 0.53419 -1.71665
C -0.96677 0.13583 -1.24032
C 1.48824 -0.69095 -1.55700
C -0.31339 -0.30097 0.18608
C -0.16814 1.72493 1.15657
N 0.37808 -0.39501 -0.99235
N -0.54114 -1.25120 1.03134
H 2.23990 -1.17918 -0.83413
H 1.57247 -0.83926 -2.59149
H -0.56420 1.64219 2.18687
H -0.83634 2.20912 0.47003
H 0.90912 1.80525 1.14783
H 0.06350 -2.02127 0.98994
H -1.19908 -1.37365 1.76328

E_HOMO (spin up / spin down) = -13.440 / -13.439 eV
lowest unoccupied orbital energy (spin up / spin down) = -0.2246 / -0.2246 Eh
net charge = +1
molar mass = 95.12 g mol⁻¹


Computed stability ranking, most favorable first: b, a, c